Record 1
Formula: C26H72ClN6O11
Source: the OMol25 dataset
Level of theory: ωB97M-V with the def2-TZVPD basis set

Each line ends with the Mulliken charge.
Positions of all 116 atoms, in Å:
Cl1 -0.23 -1.08 0.72  1.60
O1 -0.32 -1.05 2.13  -0.70
O2 0.77 -0.25 0.15  -0.59
O3 -0.08 -2.40 0.25  -0.73
O4 -1.49 -0.68 0.22  -0.74
C1 4.23 2.89 -1.04  -1.46
C2 3.29 2.48 -2.19  1.80
C3 4.10 1.89 -3.36  -1.65
O5 3.09 1.65 -4.39  1.66
C4 3.72 1.80 -5.67  -3.22
N1 2.21 1.58 -1.78  1.40
H1 5.00 2.14 -0.87  0.16
H2 3.70 3.00 -0.10  -0.04
H3 4.68 3.86 -1.26  0.83
H4 2.92 3.44 -2.56  -0.51
H5 4.60 0.95 -3.12  0.00
H6 4.87 2.58 -3.69  0.60
H7 2.94 1.77 -6.43  0.19
H8 4.43 1.00 -5.83  0.33
H9 4.22 2.76 -5.83  0.76
H10 1.72 2.17 -1.13  0.24
H11 2.69 0.99 -1.11  -1.27
C5 -7.88 3.82 3.44  -1.81
C6 -7.07 2.59 2.99  0.67
C7 -6.00 3.01 2.01  -1.09
O6 -5.04 1.97 1.89  -0.24
C8 -4.41 2.06 0.60  -0.63
N2 -6.35 2.01 4.12  -0.64
H12 -8.44 4.25 2.61  0.46
H13 -7.24 4.63 3.81  0.42
H14 -8.62 3.54 4.19  0.40
H15 -7.76 1.91 2.49  0.32
H16 -5.47 3.91 2.31  0.24
H17 -6.38 3.29 1.03  0.44
H18 -3.84 2.99 0.51  0.36
H19 -5.14 1.97 -0.20  0.31
H20 -3.63 1.31 0.47  0.06
H21 -7.07 1.47 4.58  0.30
H22 -6.25 2.70 4.85  0.27
C9 -1.62 -5.45 -1.11  -1.21
C10 -3.05 -4.93 -0.85  0.41
C11 -3.82 -5.84 0.11  -1.01
O7 -4.99 -5.21 0.54  -0.19
C12 -5.82 -6.12 1.30  -0.95
N3 -3.04 -3.59 -0.31  -0.44
H23 -0.89 -5.43 -0.30  0.37
H24 -1.10 -4.95 -1.93  -0.01
H25 -1.64 -6.48 -1.47  0.52
H26 -3.60 -4.88 -1.79  0.45
H27 -3.16 -6.07 0.95  0.30
H28 -4.03 -6.74 -0.48  0.39
H29 -6.13 -6.96 0.67  0.33
H30 -6.71 -5.55 1.57  0.29
H31 -5.45 -6.61 2.20  0.33
H32 -2.64 -3.04 -1.05  0.16
H33 -2.24 -3.59 0.30  0.13
C13 1.04 -3.14 -3.57  -1.48
C14 1.57 -1.88 -2.92  1.88
C15 2.83 -2.16 -1.98  -1.46
O8 3.43 -0.89 -1.64  0.81
C16 4.62 -1.09 -0.89  -1.69
N4 1.90 -0.92 -3.98  0.11
H34 0.27 -2.80 -4.26  0.49
H35 0.45 -3.75 -2.88  -0.04
H36 1.75 -3.82 -4.05  0.42
H37 0.76 -1.52 -2.28  -1.02
H38 3.55 -2.86 -2.39  0.41
H39 2.47 -2.60 -1.05  0.55
H40 5.29 -0.23 -0.92  0.09
H41 5.24 -1.85 -1.36  0.47
H42 4.44 -1.56 0.07  0.26
H43 1.72 -1.39 -4.85  0.25
H44 2.83 -1.29 -4.11  0.12
C17 3.85 2.30 2.68  -2.12
C18 2.99 1.15 2.29  3.04
C19 3.50 -0.22 2.92  -0.12
O9 4.81 -0.64 2.47  -0.25
C20 5.13 -1.92 3.01  -1.23
N5 1.68 1.41 2.80  -0.83
H45 3.36 3.27 2.57  0.45
H46 4.83 2.32 2.21  0.15
H47 4.00 2.14 3.74  0.56
H48 2.91 1.14 1.20  -1.27
H49 2.77 -0.99 2.67  0.40
H50 3.50 -0.19 4.01  0.08
H51 5.29 -1.94 4.09  0.27
H52 6.03 -2.31 2.52  0.37
H53 4.40 -2.66 2.68  0.29
H54 1.09 0.73 2.34  0.02
H55 1.26 2.23 2.38  0.38
C21 -2.32 2.17 -2.04  -1.53
C22 -1.21 1.87 -3.05  0.00
C23 -0.45 3.19 -3.24  -1.09
O10 0.80 2.94 -3.81  0.42
C24 1.30 4.18 -4.32  -1.75
N6 -0.36 0.72 -2.72  0.12
H56 -3.03 2.95 -2.31  0.47
H57 -1.93 2.30 -1.03  0.28
H58 -2.93 1.26 -1.99  0.46
H59 -1.58 1.67 -4.05  0.43
H60 -0.36 3.60 -2.24  0.24
H61 -1.04 3.82 -3.91  0.54
H62 1.41 4.90 -3.51  0.46
H63 0.61 4.62 -5.04  0.28
H64 2.32 4.09 -4.68  0.13
H65 -1.06 0.01 -2.89  0.32
H66 -0.38 0.70 -1.71  -0.41
C25 0.51 -0.70 5.59  -0.88
C26 1.66 -0.76 6.55  -0.29
O11 1.57 0.36 7.40  -0.49
H67 0.56 -1.56 4.92  0.21
H68 0.38 0.21 5.01  0.17
H69 -0.40 -0.85 6.15  0.43
H70 2.69 -0.80 6.18  0.17
H71 1.51 -1.61 7.21  0.31
H72 1.63 1.15 6.86  0.28

Properties
expectation value of S² = 0.750
energy = -72099.7525 eV
multiplicity = 2
strongest force on any atom = 3.3 eV/Å
total charge = -2
HOMO (spin up / spin down) = 0.1082 / -0.1335 Eh
Kohn-Sham gap (spin up / spin down) = 1.03 / 7.61 eV

***

Record 2
Formula: C2H22NO7
Source: the OMol25 dataset
Level of theory: ωB97M-V with the def2-TZVPD basis set

Each line ends with the natural charge from an NBO analysis.
Positions of all 32 atoms, in Å:
C1 1.61 -0.80 -1.74  -0.64
C2 0.90 -0.33 -0.46  -0.22
N1 -0.56 0.23 -0.77  -0.72
H1 0.90 -0.82 -2.56  0.22
H2 2.37 -0.07 -2.04  0.22
H3 1.96 -1.81 -1.65  0.24
H4 0.72 -1.13 0.27  0.22
H5 1.39 0.62 -0.13  0.25
H6 -0.91 -0.44 -1.49  0.45
H7 -0.33 1.18 -0.98  0.44
H8 -1.01 0.07 0.13  0.47
H9 2.99 2.33 1.56  0.50
H10 3.58 1.04 0.77  0.50
O1 2.83 1.45 1.22  -0.99
H11 3.54 -2.15 1.04  0.49
H12 2.59 -1.02 1.32  0.48
O2 2.97 -1.52 0.59  -0.95
H13 -0.83 -1.87 -3.87  0.51
H14 -1.97 -1.98 -2.78  0.49
O3 -1.05 -1.72 -2.94  -0.98
H15 -0.90 -1.54 2.67  0.48
H16 -1.94 -2.41 1.95  0.49
O4 -1.72 -1.50 2.18  -0.96
H17 -3.74 1.57 2.12  0.49
H18 -3.60 0.04 2.51  0.50
O5 -3.15 0.88 2.42  -0.97
H19 -1.30 0.64 2.07  0.52
H20 0.12 1.01 2.39  0.49
O6 -0.44 0.82 1.63  -1.01
H21 -0.93 3.15 -1.55  0.47
H22 -2.35 3.39 -2.10  0.49
O7 -1.75 2.70 -1.78  -0.96

Properties
energy relative to the best compared isomer or geometry (same formula, charge and spin) = 26.95 kcal per mole
energy = -18247.5003 eV
multiplicity = 1
strongest force on any atom = 3.9 eV/Å
total charge = +1
HOMO = -0.5308 Eh
Kohn-Sham gap = 11.86 eV

***

Record 3
Formula: C17H34GeMgN4O2S3
Source: the OMol25 dataset
Level of theory: ωB97M-V with the def2-TZVPD basis set

Each line ends with the natural charge from an NBO analysis.
Positions of all 62 atoms, in Å:
Mg1 -0.07 0.56 -0.40  1.52
C1 1.54 -2.56 -2.10  -0.54
C2 0.18 -3.25 -2.02  -0.55
S1 -1.18 -2.16 -1.51  0.23
C3 -1.98 -3.12 -0.21  -0.55
C4 -1.13 -3.44 1.02  -0.54
S2 -0.30 -2.00 1.75  0.19
C5 1.38 -2.65 1.92  -0.53
C6 2.13 -3.04 0.64  -0.56
S3 2.11 -1.72 -0.61  0.22
H1 1.51 -1.76 -2.84  0.26
H2 2.30 -3.28 -2.41  0.22
H3 0.21 -4.11 -1.33  0.20
H4 -0.07 -3.64 -3.01  0.23
H5 -2.36 -4.05 -0.63  0.22
H6 -2.84 -2.51 0.07  0.24
H7 -0.36 -4.17 0.78  0.21
H8 -1.77 -3.88 1.79  0.23
H9 1.37 -3.49 2.61  0.23
H10 1.91 -1.83 2.41  0.21
H11 1.71 -3.94 0.19  0.21
H12 3.16 -3.26 0.91  0.23
N1 -1.39 1.26 2.52  -0.66
N2 -1.37 1.98 1.28  -0.72
H13 -1.52 1.89 3.31  0.34
H14 -0.50 0.80 2.63  0.35
H15 -0.88 2.86 1.36  0.36
H16 -2.33 2.16 1.01  0.38
O1 4.54 -1.24 5.99  -0.72
C7 5.19 -0.10 5.47  0.11
N3 4.37 0.30 4.35  -0.62
C8 4.53 1.51 3.77  0.66
O2 5.41 2.28 4.13  -0.62
C9 3.60 1.87 2.64  -0.19
C10 3.70 3.14 2.10  -0.10
C11 2.86 3.50 1.06  -0.26
C12 1.93 2.58 0.61  0.05
N4 1.81 1.35 1.14  -0.53
C13 2.65 1.01 2.12  0.07
H17 5.02 -1.54 6.77  0.48
H18 6.20 -0.33 5.13  0.16
H19 5.25 0.72 6.19  0.17
H20 3.65 -0.34 4.08  0.40
H21 4.45 3.82 2.49  0.25
H22 2.93 4.47 0.59  0.23
H23 1.27 2.80 -0.23  0.26
H24 2.54 0.00 2.49  0.17
C14 -1.90 3.39 -2.05  -1.10
Ge1 -0.98 2.01 -3.14  1.58
C15 -2.44 0.90 -3.88  -1.10
C16 -0.31 2.99 -4.73  -1.10
C17 0.48 1.26 -2.18  -1.95
H25 -2.46 4.08 -2.69  0.22
H26 -1.17 3.97 -1.47  0.21
H27 -2.61 2.93 -1.36  0.19
H28 -3.02 1.48 -4.60  0.21
H29 -3.12 0.57 -3.08  0.21
H30 -2.05 0.02 -4.38  0.22
H31 -1.12 3.48 -5.28  0.20
H32 0.20 2.30 -5.41  0.22
H33 0.41 3.75 -4.42  0.22
H34 0.80 0.35 -2.73  0.16

Properties
energy relative to the best compared isomer or geometry (same formula, charge and spin) = 30.11 kcal per mole
energy = -122699.5601 eV
multiplicity = 1
strongest force on any atom = 0.7 eV/Å
HOMO = -0.1786 Eh
Kohn-Sham gap = 4.91 eV

***

Record 4
Formula: C3H9N3O2
Source: the OMol25 dataset
Level of theory: ωB97M-V with the def2-TZVPD basis set

Each line ends with the natural charge from an NBO analysis.
Positions of all 17 atoms, in Å:
C1 -1.29 -0.83 0.64  -0.24
C2 -2.16 -0.47 -0.61  -0.07
C3 1.04 -1.07 -0.13  0.14
H1 0.63 1.41 1.98  0.41
H2 0.11 1.73 0.20  0.40
H3 -1.84 -0.54 1.56  0.20
H4 -1.30 -2.00 0.47  0.22
H5 -3.34 -0.80 -0.33  0.19
H6 -1.67 -0.92 -1.42  0.20
H7 -2.56 1.52 0.22  0.46
H8 0.83 -2.22 -0.11  0.19
H9 1.75 1.12 0.03  0.46
N1 0.50 1.01 0.96  -0.72
N2 0.03 -0.34 0.73  -0.32
N3 2.23 -0.67 -0.45  -0.16
O1 -2.18 1.10 -0.74  -0.77
O2 2.50 0.76 -0.60  -0.58

Properties
energy relative to the best compared isomer or geometry (same formula, charge and spin) = 185.04 kcal per mole
energy = -11816.0350 eV
multiplicity = 1
strongest force on any atom = 5.9 eV/Å
HOMO = -0.3179 Eh
Kohn-Sham gap = 9.00 eV
SMILES = NN(/C=N\O)CCO

***

Record 5
Formula: C19H23CoN7OSe
Source: the OMol25 dataset
Level of theory: ωB97M-V with the def2-TZVPD basis set

Each line ends with the natural charge from an NBO analysis.
Positions of all 52 atoms, in Å:
Co1 0.42 -0.04 0.65  1.36
N1 7.24 -0.51 -1.39  -0.16
C1 6.11 -0.33 -1.34  0.21
C2 4.72 -0.11 -1.18  -0.06
C3 3.76 -0.94 -1.76  -0.19
C4 2.43 -0.74 -1.43  0.06
N2 2.02 0.22 -0.60  -0.55
C5 2.93 1.06 -0.10  0.04
C6 4.28 0.94 -0.35  -0.18
H1 4.05 -1.74 -2.42  0.26
H2 1.66 -1.38 -1.86  0.22
H3 2.57 1.85 0.55  0.22
H4 4.99 1.62 0.09  0.26
Se1 -1.94 -0.13 -2.00  1.09
N3 -1.27 -0.52 -0.36  -0.84
C7 -2.29 -0.85 0.45  0.22
C8 -2.20 -1.22 1.80  -0.31
C9 -3.35 -1.52 2.48  -0.10
C10 -4.61 -1.45 1.85  -0.19
C11 -4.75 -1.08 0.54  -0.16
C12 -3.58 -0.78 -0.19  0.07
N4 -3.54 -0.42 -1.47  -0.56
H5 -1.23 -1.26 2.28  0.22
H6 -3.29 -1.81 3.51  0.24
H7 -5.48 -1.71 2.44  0.25
H8 -5.71 -1.00 0.07  0.26
C13 -0.32 5.18 1.65  -0.58
C14 -0.36 4.30 0.39  -0.20
C15 0.85 4.61 -0.52  -0.58
C16 -1.67 4.49 -0.37  -0.58
C17 -0.22 2.92 0.76  0.60
N5 -0.04 1.80 1.00  -0.55
H9 -0.38 6.22 1.35  0.25
H10 0.60 5.04 2.20  0.23
H11 -1.17 4.96 2.30  0.23
H12 0.74 5.62 -0.90  0.25
H13 0.88 3.93 -1.37  0.22
H14 1.78 4.55 0.03  0.22
H15 -1.76 5.54 -0.65  0.25
H16 -2.53 4.23 0.24  0.23
H17 -1.69 3.90 -1.28  0.22
C18 0.66 -3.59 0.29  -0.41
N6 1.45 -3.55 1.50  -0.58
C19 1.61 -2.46 2.26  0.81
N7 2.26 -2.58 3.42  -0.78
O1 1.19 -1.32 1.90  -0.82
H18 -0.11 -4.36 0.36  0.23
H19 1.29 -3.79 -0.58  0.22
H20 0.16 -2.62 0.14  0.20
H21 1.82 -4.43 1.82  0.42
H22 2.56 -3.47 3.79  0.42
H23 2.40 -1.76 3.99  0.43

Properties
energy relative to the best compared isomer or geometry (same formula, charge and spin) = 31.33 kcal per mole
expectation value of S² = 0.755
energy = -135513.0237 eV
multiplicity = 2
strongest force on any atom = 1.8 eV/Å
total charge = +2
HOMO (spin up / spin down) = -0.5410 / -0.5411 Eh
Kohn-Sham gap (spin up / spin down) = 6.94 / 7.63 eV

***

Record 6
Formula: C25H75N5O10
Source: the OMol25 dataset
Level of theory: ωB97M-V with the def2-TZVPD basis set

Each line ends with the Mulliken charge.
Positions of all 115 atoms, in Å:
C1 17.61 7.71 10.72  -1.26
C2 16.86 8.78 11.55  0.23
C3 15.33 9.01 11.16  0.12
O1 15.21 9.53 9.85  -0.46
C4 13.96 9.45 9.14  -0.69
N1 17.11 8.44 12.96  -0.53
H1 17.57 7.95 9.66  0.44
H2 17.04 6.80 10.88  0.03
H3 18.64 7.61 11.07  0.33
H4 17.29 9.77 11.43  0.47
H5 15.01 9.80 11.85  0.27
H6 14.74 8.11 11.34  -0.12
H7 14.07 10.02 8.22  0.31
H8 13.06 9.90 9.57  0.28
H9 13.86 8.41 8.83  0.28
H10 16.48 9.00 13.53  0.43
H11 16.73 7.53 13.15  -0.17
C5 12.44 -0.16 17.60  -1.45
C6 13.48 0.86 18.11  0.35
C7 13.92 1.88 16.99  0.27
O2 14.84 1.22 16.10  -0.47
C8 15.46 2.11 15.22  0.01
N2 12.96 1.54 19.31  -0.67
H12 12.81 -0.63 16.69  0.33
H13 11.54 0.40 17.36  0.30
H14 12.18 -0.89 18.36  0.46
H15 14.40 0.39 18.44  0.15
H16 14.31 2.75 17.51  0.28
H17 13.07 2.31 16.46  -0.28
H18 16.21 1.55 14.68  0.41
H19 15.98 2.74 15.95  -0.43
H20 14.76 2.65 14.58  0.26
H21 12.28 2.26 19.13  0.22
H22 12.45 0.82 19.80  0.31
C9 11.37 8.14 14.19  -1.12
C10 11.61 8.94 15.51  0.36
C11 12.41 8.07 16.56  0.39
O3 11.64 7.01 17.10  -0.35
C12 12.36 6.22 18.00  -0.73
N3 12.28 10.15 15.16  -0.72
H23 10.51 8.59 13.68  0.41
H24 11.14 7.08 14.30  0.05
H25 12.27 8.26 13.58  0.22
H26 10.66 9.28 15.93  0.50
H27 12.83 8.75 17.31  0.52
H28 13.26 7.55 16.12  -0.84
H29 11.81 5.38 18.42  0.24
H30 12.65 6.78 18.89  0.44
H31 13.22 5.74 17.53  0.19
H32 11.93 10.54 14.30  0.22
H33 11.89 10.86 15.77  0.26
C13 6.37 3.41 15.33  -1.59
C14 7.73 4.13 15.10  0.58
C15 8.68 3.38 14.18  -0.71
O4 9.93 4.03 13.94  -0.26
C16 10.91 4.06 15.04  -0.30
N4 7.38 5.46 14.69  -0.62
H34 6.51 2.61 16.06  0.39
H35 5.92 3.02 14.42  0.34
H36 5.59 3.98 15.83  0.42
H37 8.13 4.26 16.10  0.18
H38 8.24 3.41 13.19  0.27
H39 8.70 2.31 14.41  0.35
H40 11.04 3.04 15.42  0.53
H41 10.63 4.70 15.87  0.30
H42 11.90 4.42 14.77  -0.41
H43 8.25 5.96 14.59  0.19
H44 6.93 5.41 13.79  0.29
C17 20.12 3.37 15.93  -1.40
C18 18.72 3.76 15.83  0.75
C19 18.18 4.26 17.18  -0.52
O5 18.46 3.34 18.20  -0.34
C20 17.72 2.12 18.25  -0.54
N5 18.75 4.79 14.82  -0.12
H45 20.48 3.02 14.96  0.45
H46 20.19 2.47 16.55  0.38
H47 20.81 4.14 16.28  0.43
H48 18.09 2.94 15.49  0.08
H49 17.10 4.41 17.05  0.24
H50 18.59 5.20 17.54  0.41
H51 16.64 2.15 18.32  0.21
H52 18.05 1.64 19.17  0.34
H53 17.98 1.44 17.44  0.31
H54 19.41 5.46 15.20  0.45
H55 17.87 5.27 14.66  -0.09
C21 14.01 3.60 11.56  -0.59
O6 15.06 4.47 11.34  -0.29
H56 13.47 3.97 12.43  -0.03
H57 13.36 3.51 10.69  0.36
H58 14.39 2.63 11.90  0.38
H59 15.44 4.19 10.51  0.21
C22 19.05 3.52 11.61  -0.65
O7 18.83 2.74 12.79  -0.49
H60 19.15 2.91 10.71  0.35
H61 18.27 4.28 11.52  0.05
H62 19.97 4.11 11.62  0.31
H63 18.99 3.40 13.47  0.37
C23 15.10 6.15 14.11  0.25
O8 16.35 5.62 13.76  0.39
H64 14.37 5.34 14.13  0.03
H65 15.13 6.62 15.09  -0.09
H66 14.77 6.79 13.29  -0.15
H67 16.29 5.30 12.86  -0.41
C24 15.74 9.44 15.98  -0.66
O9 15.10 9.72 14.71  -0.53
H68 15.67 10.34 16.59  0.33
H69 15.32 8.56 16.48  0.13
H70 16.81 9.31 15.83  0.32
H71 14.16 9.87 14.79  0.35
C25 11.78 6.56 10.87  -0.15
O10 11.19 7.32 9.86  -0.55
H72 12.46 7.12 11.51  -0.22
H73 11.03 6.10 11.52  0.26
H74 12.34 5.69 10.52  0.33
H75 10.73 6.70 9.30  0.34

Properties
energy relative to the best compared isomer or geometry (same formula, charge and spin) = 0.00 kcal per mole
expectation value of S² = 0.757
energy = -55051.8147 eV
multiplicity = 2
strongest force on any atom = 3.6 eV/Å
total charge = +1
HOMO (spin up / spin down) = -0.3978 / -0.3978 Eh
Kohn-Sham gap (spin up / spin down) = 8.62 / 2.59 eV

***

Record 7
Formula: C5H8
Source: the OMol25 dataset
Level of theory: ωB97M-V with the def2-TZVPD basis set

Each line ends with the natural charge from an NBO analysis.
Positions of all 13 atoms, in Å:
C1 2.17 -0.53 0.02  -0.66
C2 1.14 0.72 0.15  -0.15
C3 -0.18 0.64 -0.10  -0.28
C4 -0.94 -0.49 -0.08  -0.18
C5 -2.40 -0.20 0.13  -0.38
H1 1.75 -1.26 -0.80  0.21
H2 3.18 -0.21 -0.25  0.23
H3 2.02 -1.25 0.83  0.23
H4 1.57 1.82 0.04  0.21
H5 -0.91 1.39 -0.40  0.21
H6 -0.41 -1.42 -0.14  0.21
H7 -2.71 0.89 -0.01  0.18
H8 -3.23 -0.82 0.01  0.19

Properties
energy relative to the best compared isomer or geometry (same formula, charge and spin) = 70.08 kcal per mole
energy = -5311.1280 eV
multiplicity = 1
strongest force on any atom = 7.7 eV/Å
HOMO = -0.3010 Eh
Kohn-Sham gap = 8.46 eV
SMILES = C=C/C=C\C

***

Record 8
Formula: C4H5P
Source: the OMol25 dataset
Level of theory: ωB97M-V with the def2-TZVPD basis set

Each line ends with the natural charge from an NBO analysis.
Positions of all 10 atoms, in Å:
C1 0.48 0.02 0.31  -0.51
C2 -0.58 1.06 -0.11  -0.16
C3 -0.60 -0.92 -0.24  -0.15
C4 -1.61 0.08 -0.33  -0.23
P1 2.41 -0.12 -0.37  0.26
H1 0.62 -0.06 1.34  0.23
H2 -0.48 2.09 -0.39  0.21
H3 -0.65 -1.83 -0.71  0.20
H4 -2.68 0.26 -0.36  0.23
H5 3.10 -0.58 0.85  -0.06

Properties
energy relative to the best compared isomer or geometry (same formula, charge and spin) = 88.58 kcal per mole
energy = -13512.0725 eV
multiplicity = 1
strongest force on any atom = 4.3 eV/Å
HOMO (spin up / spin down) = -0.2670 / -0.3152 Eh
Kohn-Sham gap (spin up / spin down) = 6.18 / 8.92 eV